1.
Here is a cluster of 2 separate species, C3H6N3P in total at a distorted geometry from the Open Molecules 2025 dataset. Energies are from the ωB97M-V functional and the def2-TZVPD basis.

CARTESIAN COORDINATES (ANGSTROEM)
1 C 1.06 0.65 1.31
2 C -3.31 0.24 0.50
3 C 0.62 -0.76 -0.96
4 N 0.34 1.57 0.92
5 N -2.36 0.89 0.51
6 N 0.75 -1.65 -1.94
7 P 1.76 -0.75 0.35
8 H 1.29 0.71 2.42
9 H 1.67 -2.12 -2.04
10 H -0.25 -0.20 -1.00
11 H -0.12 2.14 1.64
12 H -1.48 1.45 0.59
13 H 0.03 -2.15 -2.31

The value obtained for the largest force on an atom is 4.1 eV/Å. The HOMO energy comes out at -8.34 eV. Its HOMO-LUMO gap is 0.3097 Eh. For the energy above the lowest of the compared OMol25 structures with the same formula, charge and spin, the calculation gives 75.4 kcal per mole.

***

2.
Here is a cluster of 3 separate species, C5H10O2 in total from the Open Molecules 2025 dataset. Energies are from the ωB97M-V functional and the def2-TZVPD basis.

CARTESIAN COORDINATES (ANGSTROEM)
1 C -0.78 -1.19 0.91
2 C -0.72 0.13 1.11
3 C -1.20 0.84 -0.12
4 O -1.35 -0.17 -1.10
5 C -1.26 -1.45 -0.49
6 H -0.56 -1.97 1.63
7 H -0.41 0.64 2.01
8 H -0.50 1.60 -0.50
9 H -2.16 1.34 0.08
10 H -0.57 -2.07 -1.08
11 H -2.24 -1.96 -0.50
12 H 2.02 2.71 -0.29
13 H 1.60 3.30 -0.49
14 C 2.03 -0.44 -0.29
15 O 2.62 0.47 0.23
16 H 1.31 -0.29 -1.12
17 H 2.17 -1.49 0.04

Its SMILES is C1=CCOC1.[H][H].C=O. The value obtained for the largest force on an atom is 0.6 eV/Å. The HOMO energy comes out at -9.36 eV. Its HOMO-LUMO gap is 0.3763 Eh. For the energy above the lowest of the compared OMol25 structures with the same formula, charge and spin, the calculation gives 87.7 kcal per mole.

***

3.
Here is the molecule C10H14N4O from the Open Molecules 2025 dataset. Energies are from the ωB97M-V functional and the def2-TZVPD basis.

CARTESIAN COORDINATES (ANGSTROEM)
1 C 0.36 2.62 -0.94
2 O 0.14 1.24 -1.11
3 C 1.07 0.41 -0.55
4 C 2.44 0.61 -0.68
5 C 3.34 -0.33 -0.17
6 C 2.87 -1.49 0.45
7 C 1.49 -1.66 0.58
8 C 0.58 -0.72 0.12
9 N -0.81 -0.92 0.31
10 C -1.49 -1.88 -0.59
11 C -2.62 -1.07 -1.19
12 N -2.90 -0.13 -0.11
13 C -1.70 0.14 0.57
14 N -1.59 1.13 1.36
15 N -0.37 1.25 2.07
16 H 1.17 2.99 -1.60
17 H -0.58 3.08 -1.21
18 H 0.58 2.85 0.11
19 H 2.80 1.50 -1.18
20 H 4.42 -0.18 -0.24
21 H 3.55 -2.24 0.81
22 H 1.09 -2.53 1.11
23 H -0.79 -2.29 -1.32
24 H -1.89 -2.71 0.00
25 H -3.51 -1.69 -1.41
26 H -2.29 -0.56 -2.10
27 H -3.43 0.70 -0.31
28 H -0.04 0.33 2.37
29 H -0.58 1.82 2.89

Its SMILES is COc1ccccc1N1CCN/C1=N/N. The value obtained for the largest force on an atom is 0.8 eV/Å. The HOMO energy comes out at -7.58 eV. Its HOMO-LUMO gap is 0.3136 Eh. For the energy above the lowest of the compared OMol25 structures with the same formula, charge and spin, the calculation gives 0.0 kcal per mole.

***

Question: Number 3 is which compound?
Answer: C10H14N4O

***

Question: Which of these has the lowest energy above the lowest of the compared OMol25 structures with the same formula, charge and spin?
Answer: C10H14N4O

***

Question: The highest largest force on an atom belongs to which entry?
Answer: C3H6N3P